Entry from the Open Molecules 2025 dataset: a structure of composition C18H46BeClN4O6 at a distorted geometry (ωB97M-V/def2-TZVPD).

Structure (XYZ):
```
76
Properties=species:S:1:pos:R:3:forces:R:3:mulliken_charge:R:1
Be -1.80040 2.21161 -0.68218 0.71 -0.28 4.37 0.48
N 0.11934 -0.91009 -2.64035 -1.37 4.40 -1.01 -0.09
H 0.77737 -1.65629 -2.81439 0.39 0.68 0.44 0.43
H -0.16066 -0.52056 -3.52915 -1.05 -0.21 -0.42 0.32
H 0.53045 -0.11052 -2.18015 0.97 -0.19 0.16 0.41
H -0.58297 -1.20087 -1.97529 0.53 -0.85 -1.69 -0.45
N -5.29811 -0.39601 -1.17784 -1.44 -0.04 0.45 -0.31
H -6.04703 -1.05409 -1.33956 -0.50 -0.32 -0.57 0.38
H -5.65806 0.32176 -0.56519 -0.50 0.55 0.10 0.37
H -4.94017 0.02917 -2.02117 0.11 -0.26 -0.40 0.31
H -4.59297 -0.82373 -0.59482 0.46 -0.31 -0.12 0.31
Cl -2.18531 -0.73244 -0.69414 -6.67 -2.28 2.71 1.73
O -2.67986 -1.22995 -1.99757 0.94 1.61 2.62 -0.48
O -1.20106 0.29212 -0.82007 1.91 5.13 -1.88 -0.35
O -3.23079 -0.03067 0.14382 -0.98 -1.26 -4.22 -0.83
O -1.64220 -1.76425 0.10936 -6.72 4.77 4.28 -0.39
C 3.53818 -1.61549 -3.09218 -0.35 1.25 -2.38 -1.79
C 3.09168 -2.53039 -2.03601 1.69 0.41 0.50 0.70
C 3.52334 -1.90805 -0.65180 -1.74 -2.74 0.69 -1.02
C 3.03840 -2.94184 0.43820 0.85 1.38 0.23 -0.77
C 1.54511 -3.11909 0.39738 -0.27 -0.63 -1.58 -1.01
C 0.94308 -3.47864 -1.05908 -0.06 -0.46 0.96 1.86
N 1.61938 -2.59371 -2.07652 2.06 -2.76 1.89 0.80
O 1.14208 -2.84464 -3.43887 1.05 -2.39 0.43 -0.54
C 0.94155 -5.03692 -1.19771 2.23 0.18 -1.16 -1.52
C -0.46725 -3.02741 -0.99802 1.40 -2.66 -1.61 -1.81
C 3.94159 -3.78978 -2.37340 -1.08 -0.95 1.97 -1.49
H 3.40877 -2.13995 -4.03890 0.40 0.17 -0.25 0.45
H 4.57969 -1.30132 -3.02397 -0.17 -0.04 0.20 0.44
H 2.88812 -0.75242 -3.23586 0.12 0.53 0.38 0.30
H 4.59770 -1.72603 -0.62481 -0.20 0.07 -0.03 0.47
H 2.92107 -1.04547 -0.36661 0.29 0.60 -0.68 0.13
H 3.18385 -2.50127 1.42452 0.60 -0.07 0.12 0.49
H 3.60315 -3.87390 0.41757 -0.20 -0.02 -0.12 0.36
H 1.00507 -2.25041 0.77404 0.25 0.57 -0.21 0.07
H 1.29449 -3.86919 1.14748 -0.28 -0.45 -0.44 0.41
H 0.55681 -5.55751 -0.32075 0.08 0.29 -0.08 0.38
H 0.63103 -5.56924 -2.09679 -1.40 0.76 -0.26 0.44
H 1.98181 -5.30055 -1.38868 0.41 -0.29 1.14 0.35
H -0.88586 -3.55041 -0.13818 -0.06 -0.42 -0.31 0.65
H -0.71213 -2.00507 -0.71001 5.21 -2.95 -2.79 -0.22
H -1.03804 -3.31972 -1.87941 -0.12 -0.20 -0.15 0.42
H 4.99557 -3.53729 -2.25731 -0.07 0.01 -0.48 0.43
H 3.71076 -4.30301 -3.30690 0.18 0.54 -0.35 0.35
H 3.75081 -4.55852 -1.62458 0.26 -0.09 0.11 0.37
H 1.54000 -3.70237 -3.60486 -0.09 -0.50 -0.82 0.44
C -1.52785 0.70150 1.82738 0.53 1.52 1.29 -2.45
C -1.24798 2.20054 2.31252 -2.12 -2.86 2.96 1.03
C 0.16741 2.14928 2.84424 -0.28 -1.48 0.30 -1.06
C 0.67777 3.33302 3.54252 -0.42 2.03 -1.37 -0.87
C 0.61781 4.42648 2.32727 0.82 -0.55 2.56 -1.17
C -0.68937 4.50704 1.44266 2.10 -0.43 0.83 1.36
N -1.27115 3.11248 1.23500 0.99 0.03 -2.29 1.20
O -2.60268 3.24285 0.75151 0.15 -0.60 -2.17 -0.22
C -1.57156 5.61598 2.15556 -0.64 -2.18 -1.69 -1.32
C -0.24668 4.83201 0.04310 -0.08 2.07 -1.18 -2.21
C -2.36002 2.57581 3.41497 1.57 0.64 -1.22 -1.41
H -2.46555 0.42227 1.34691 1.17 1.70 1.32 0.64
H -1.59413 -0.00026 2.65880 0.74 0.32 0.45 0.54
H -0.67487 0.46362 1.19183 -0.01 -0.32 0.56 0.29
H 0.22774 1.27744 3.49565 0.11 -0.29 -0.33 0.46
H 0.70220 1.99890 1.90644 0.85 -0.43 0.23 0.45
H 1.67449 3.17944 3.95611 0.30 0.17 -0.71 0.45
H 0.13602 3.56866 4.45854 -0.58 0.32 -0.31 0.38
H 1.56228 4.26469 1.80776 -0.37 -0.23 -0.65 0.41
H 0.77282 5.39246 2.80786 -0.27 0.22 -0.34 0.48
H -1.91068 5.27447 3.13355 0.53 0.49 0.09 0.28
H -1.00567 6.54753 2.14644 -0.28 -0.15 0.11 0.47
H -2.46564 5.65926 1.53360 -0.21 0.87 0.06 0.42
H 0.43803 5.67881 0.09016 0.32 -0.10 -0.18 0.50
H 0.21513 4.05493 -0.56598 0.64 -0.53 0.70 0.43
H -0.98724 5.21421 -0.65948 -0.86 0.21 0.36 0.38
H -2.12909 3.55112 3.84339 0.18 -0.38 0.46 0.33
H -2.37989 1.79448 4.17471 -0.28 0.19 -0.14 0.41
H -3.32318 2.74368 2.93304 -0.48 -0.71 0.42 0.50
H -3.01584 3.54192 1.56480 -1.89 0.18 0.15 0.30
```
Positions in Å, forces in eV/Å.

As for the max |F|: 9.3 eV Å⁻¹. For the energy relative to the best compared isomer or geometry (same formula, charge and spin), the calculation gives 221.51 kJ/mol. Its total energy is -50534.12076 eV. The net charge is +3.

***

Entry from the Open Molecules 2025 dataset: a structure of composition C18H46CrFO13P3 at a distorted geometry (ωB97M-V/def2-TZVPD).

Structure (XYZ):
```
82
Properties=species:S:1:pos:R:3:forces:R:3:mulliken_charge:R:1
Cr -0.63043 0.62271 0.76042 -0.27 0.42 -0.27 0.59
O -0.19424 2.14071 -0.49206 0.25 -0.48 0.48 -0.88
H 0.64241 2.49585 -0.18995 0.21 0.30 -0.06 -0.07
F -1.37743 -0.74623 1.82841 1.03 -0.74 0.10 -0.75
C 4.15309 1.53640 0.05477 -0.33 0.73 -0.40 -1.26
C 3.25073 0.31495 0.02032 0.37 -0.01 0.48 0.73
O 3.15611 -0.29547 1.36270 0.17 0.45 -0.56 -0.24
P 2.29654 0.37009 2.48592 -1.20 1.32 1.30 0.65
O 0.93222 0.84325 2.10621 1.31 -0.04 -0.20 -0.26
O 2.29017 -0.67776 3.64796 -0.16 -1.52 0.05 -0.43
C 1.44108 -1.89158 3.52155 -0.39 -0.23 -0.01 0.12
C 2.02710 -2.94881 2.58670 0.57 -0.28 2.19 -0.88
O 3.09626 1.57117 3.20481 0.28 -1.03 -0.81 -0.29
C 4.48902 1.24057 3.59928 -0.61 0.49 -1.52 -0.01
C 5.15468 2.50493 4.15352 1.19 -2.30 0.35 -1.38
H 3.93937 2.12617 -0.89416 0.93 -0.81 0.93 0.36
H 3.83317 2.21954 0.84953 -0.14 -0.11 -0.03 0.34
H 5.22272 1.30915 0.29245 -0.81 0.13 -0.79 0.28
H 2.24808 0.49422 -0.35547 0.11 0.42 0.27 -0.58
H 3.63832 -0.48788 -0.59120 0.27 -0.15 -0.11 0.29
H 1.27968 -2.31572 4.51811 0.36 0.53 -0.01 0.38
H 0.48062 -1.54402 3.17037 -0.35 0.11 -0.25 -0.15
H 2.55228 -2.43140 1.85636 0.70 0.54 -1.84 0.14
H 2.76940 -3.56615 3.11163 -0.05 0.23 0.06 0.32
H 1.32546 -3.65615 2.19504 -0.75 0.03 -0.35 0.32
H 4.38412 0.42964 4.34724 0.56 0.43 -0.48 0.31
H 5.00690 0.89488 2.61529 -0.66 0.39 1.98 0.18
H 6.20356 2.16681 4.19533 0.02 0.54 -0.07 0.38
H 5.09685 3.40094 3.58627 -0.30 0.49 -0.77 0.34
H 4.92533 2.69524 5.18304 -0.63 0.16 0.47 0.36
C -1.78947 4.31603 1.33742 -1.86 -1.10 -0.58 -1.25
C -2.58176 3.75304 0.13471 0.47 -0.14 0.65 0.25
O -3.66729 2.95511 0.69214 0.19 -1.97 -0.35 -0.33
P -3.76429 1.50670 0.01779 -1.83 1.74 0.68 -0.62
O -2.56282 0.66403 -0.04740 0.37 -0.30 -0.11 1.66
O -5.00857 0.93264 0.83576 0.94 0.00 -1.03 -0.37
C -4.94040 -0.39166 1.42528 -0.02 -0.52 0.99 -0.27
C -3.94841 -0.44381 2.60793 -1.52 -1.03 -0.45 -0.54
O -4.27347 1.85419 -1.45835 -0.76 -0.17 1.27 -0.38
C -3.51423 1.51238 -2.58261 -0.03 0.45 -2.19 0.24
C -4.37281 1.75418 -3.87428 0.65 -0.85 1.61 -1.48
H -2.32554 5.12949 1.80427 -0.26 0.05 0.38 0.39
H -1.60034 3.48320 2.04143 0.11 0.59 -0.34 0.11
H -0.91935 4.70581 0.91900 1.87 0.56 -0.34 0.37
H -3.13605 4.48304 -0.44427 0.50 0.47 -0.25 0.40
H -1.86002 3.13055 -0.46854 -0.82 0.64 0.47 -0.13
H -6.00257 -0.65529 1.70046 1.14 0.54 -0.12 0.34
H -4.61280 -1.15481 0.72304 -0.04 0.20 -0.58 0.17
H -4.22760 0.30146 3.31914 -0.05 0.67 0.61 0.39
H -4.17313 -1.42248 3.07165 0.31 0.25 0.05 0.40
H -2.88364 -0.43316 2.33198 -0.74 0.17 0.02 -0.21
H -2.65379 2.17869 -2.65925 0.13 0.01 0.18 0.25
H -3.14663 0.51103 -2.50103 0.17 -0.71 -0.01 0.19
H -5.17710 1.02917 -3.98389 -0.09 0.01 0.19 0.35
H -4.77842 2.73329 -3.71023 -0.34 0.58 -0.50 0.38
H -3.75138 1.68004 -4.75885 0.17 0.27 -0.11 0.36
C 1.07362 0.87376 -3.52971 0.04 -1.21 -1.22 -1.16
C -0.28462 0.45155 -2.96330 -0.48 -0.25 -1.23 0.82
O -0.33158 -1.00890 -2.74410 0.23 0.78 0.19 -0.28
P 0.41616 -1.73928 -1.55018 -0.12 -0.86 -1.52 -0.57
O 0.79097 -0.88286 -0.41014 -0.72 -0.71 -0.20 1.37
O 1.68405 -2.50465 -2.11737 0.40 0.99 0.13 -0.15
C 1.78048 -3.18409 -3.37688 -0.38 0.82 -0.53 -0.15
C 3.11658 -3.87146 -3.38758 -0.41 0.59 0.36 -1.28
O -0.49974 -3.01766 -1.43671 -0.35 0.21 -0.09 -0.50
C -1.92240 -2.92837 -1.15890 1.00 -0.63 1.93 0.75
C -2.09717 -3.88669 0.04176 -1.61 1.22 -0.20 -1.18
H 1.20571 1.93529 -3.39479 0.15 0.34 0.12 0.38
H 1.87887 0.31026 -3.02652 -0.21 0.45 0.03 0.16
H 1.19464 0.63209 -4.64449 -0.35 0.31 1.50 0.28
H -0.52892 1.00193 -2.04734 0.28 -0.29 -0.13 -0.34
H -1.09697 0.62046 -3.72870 0.85 -0.19 0.81 0.20
H 0.89046 -3.81147 -3.52136 0.40 -0.20 0.19 0.30
H 1.78750 -2.47805 -4.23628 -0.24 0.10 0.74 0.22
H 3.07929 -4.72928 -2.74284 0.37 -0.34 0.47 0.31
H 3.23696 -4.20661 -4.39556 0.65 -0.28 -0.67 0.44
H 3.88693 -3.12746 -3.07703 -0.42 -0.79 -0.34 0.27
H -2.09612 -1.97534 -0.68608 -0.38 0.78 -0.44 -0.69
H -2.54446 -3.08984 -2.06363 0.58 -0.09 0.61 0.32
H -2.02323 -4.90524 -0.21451 0.34 -1.32 -0.52 0.43
H -1.39536 -3.66773 0.87519 -0.63 0.24 -0.67 0.11
H -3.16298 -3.73929 0.33334 0.71 -0.13 0.42 0.35
```
Positions in Å, forces in eV/Å.

As for the spin multiplicity: 5. As for the max |F|: 2.6 eV Å⁻¹. Its total energy is -105044.86716 eV. The net charge is 0.

***

Entry from the Open Molecules 2025 dataset: a structure of composition C18H47BF3InN5O7S2 at a distorted geometry (ωB97M-V/def2-TZVPD).

Structure (XYZ):
```
84
Properties=species:S:1:pos:R:3:forces:R:3:mulliken_charge:R:1
C -2.95036 -4.17449 -1.34171 -0.15 1.52 0.65 -0.77
N -3.97414 -4.15874 -2.43455 1.38 -1.04 -2.08 0.02
C -4.45109 -5.52689 -2.79747 -0.78 -0.19 1.04 -0.96
B -3.47413 -3.40790 -3.65147 -0.82 -1.16 0.40 0.10
O -3.30089 -4.11707 -4.89432 -1.38 1.71 1.06 -0.59
In -3.08431 -1.17336 -3.36807 1.25 -0.81 -0.59 0.81
S -1.48655 -0.90407 -1.46889 0.21 0.14 0.70 -0.47
C -2.30196 -0.11777 -5.19149 0.28 1.68 -0.30 -1.02
C -3.38661 -0.00392 -6.40126 0.71 -0.38 -0.35 -0.16
C -2.77072 -0.75128 -7.66214 1.45 1.91 -0.96 0.28
N -3.35922 -2.04632 -8.07347 0.90 0.99 -0.01 -0.49
O -1.79311 -0.25215 -8.28179 -2.97 -1.93 2.04 -0.58
S -5.32293 -0.13201 -2.78109 -2.85 0.57 -4.17 0.67
O -5.50357 1.27025 -3.30948 0.77 -1.71 2.13 -0.66
O -6.36454 -1.00828 -3.47876 2.13 1.04 2.11 -0.65
C -5.71958 -0.28977 -0.93554 -1.94 -0.34 2.50 0.54
F -6.55208 0.77181 -0.51016 1.89 -2.00 -0.56 -0.23
F -4.58226 -0.35703 -0.11786 -2.33 0.34 -1.69 -0.18
F -6.46644 -1.47314 -0.69718 1.75 2.42 -0.39 -0.23
H -3.25890 -3.35837 -0.59250 0.58 -1.22 -0.84 0.04
H -2.88896 -5.15038 -0.76567 -0.09 1.03 -1.03 0.36
H -1.95437 -3.84243 -1.77468 -0.89 -0.75 0.99 0.33
H -3.63587 -6.15041 -3.28691 -1.17 0.53 0.43 0.27
H -4.79443 -6.02158 -1.81393 0.56 0.48 -1.49 0.39
H -5.39662 -5.42630 -3.43479 1.57 -0.28 0.61 0.25
H -3.60382 -3.47713 -5.58319 0.78 -0.71 0.35 0.24
H -1.91511 -1.56736 -0.33425 0.01 0.44 -1.12 -0.01
H -2.09341 0.97271 -4.88314 -0.15 -1.62 -0.43 0.23
H -1.29268 -0.51784 -5.56398 -1.55 0.42 0.54 0.41
H -4.37623 -0.45108 -6.07200 1.10 0.59 -0.72 0.25
H -3.50449 1.10109 -6.69206 0.05 -1.75 0.39 0.25
H -4.03001 -1.84814 -8.83635 0.30 -0.18 0.72 0.27
H -2.57578 -2.56286 -8.50272 -0.54 0.36 0.02 0.28
C 3.97692 1.21049 1.07190 0.19 0.23 0.07 -1.56
C 2.73041 1.27440 0.19383 0.05 -0.38 0.12 0.92
C 1.44849 0.79892 0.90560 -0.19 0.09 -0.31 -0.75
O 1.33880 -0.61346 1.03470 0.09 0.30 0.36 -0.26
C 2.05753 -1.16329 2.12430 -0.16 -0.18 -0.33 -0.65
N 2.97657 0.51383 -1.03787 -0.18 0.03 0.01 -0.76
H 4.35579 0.19382 1.19066 -0.10 0.01 -0.03 0.37
H 4.78437 1.79906 0.62619 -0.09 -0.07 -0.03 0.33
H 3.77851 1.62102 2.06642 -0.01 -0.04 -0.04 0.33
H 2.58216 2.32535 -0.07710 -0.10 -0.06 0.03 -0.06
H 0.59232 1.10469 0.29681 0.02 -0.18 -0.03 0.33
H 1.32437 1.28776 1.88028 0.14 -0.05 0.10 0.40
H 2.07462 -0.49228 2.98836 0.07 0.04 -0.02 0.29
H 3.07448 -1.41422 1.81576 0.13 0.04 0.23 0.25
H 1.56523 -2.09311 2.41865 -0.04 0.07 -0.04 0.17
H 2.18291 0.64075 -1.66291 0.08 0.01 0.00 0.30
H 2.93490 -0.47609 -0.79569 0.05 0.12 -0.04 0.35
C -0.13229 -3.02153 7.70180 -0.18 -0.13 0.21 -1.43
C 0.01801 -3.30993 6.21083 0.26 0.34 0.12 0.36
C 1.43330 -3.77601 5.81232 -0.15 -0.01 -0.27 -0.73
O 2.40056 -2.73291 5.75404 -0.05 -0.38 0.23 -0.34
C 2.95269 -2.37234 7.00865 0.06 0.27 -0.28 -0.70
N -0.39324 -2.12143 5.45349 0.23 -0.19 -0.15 -0.71
H 0.32066 -2.07269 7.99401 0.03 -0.05 -0.10 0.27
H -1.19052 -2.96291 7.97082 0.10 0.03 -0.09 0.37
H 0.31839 -3.81641 8.30342 0.00 0.05 -0.02 0.34
H -0.67316 -4.12474 5.96941 0.10 0.01 -0.10 0.39
H 1.38041 -4.18387 4.79828 0.04 0.13 0.00 0.36
H 1.78364 -4.59294 6.45558 0.02 0.08 0.14 0.43
H 3.05081 -3.23191 7.67800 -0.09 0.00 0.01 0.32
H 2.34861 -1.59235 7.47590 0.02 -0.08 0.22 0.25
H 3.94691 -1.95615 6.83225 -0.05 -0.07 -0.08 0.24
H -0.38781 -2.34826 4.46087 -0.18 0.05 0.05 0.27
H 0.35143 -1.43057 5.54585 -0.16 -0.03 0.06 0.32
C 4.12562 7.83043 -0.70058 0.18 0.20 -0.14 -1.42
C 4.39903 6.96471 0.52590 -0.40 -0.05 -0.17 0.33
C 4.20540 5.45585 0.27217 0.03 -0.05 0.26 -0.68
O 2.84615 5.03813 0.22503 0.42 0.05 -0.21 -0.38
C 2.20749 5.25424 -1.02355 -0.30 -0.08 0.21 -0.74
N 3.56320 7.43709 1.63695 0.06 -0.25 0.08 -0.76
H 3.05992 7.94673 -0.90363 0.04 -0.09 0.06 0.28
H 4.53090 8.83532 -0.55229 -0.06 -0.10 0.05 0.35
H 4.60062 7.41048 -1.59182 -0.06 0.00 0.04 0.34
H 5.44894 7.11685 0.79946 -0.04 -0.12 0.06 0.41
H 4.64995 4.91332 1.11245 -0.12 0.00 0.02 0.34
H 4.74247 5.12701 -0.62604 -0.08 0.08 -0.10 0.42
H 2.89433 5.12686 -1.86503 0.04 0.06 0.04 0.33
H 1.75444 6.24703 -1.04795 0.04 0.04 -0.21 0.26
H 1.40200 4.52341 -1.12120 0.10 -0.01 0.06 0.27
H 3.81917 6.92418 2.47818 0.03 0.13 -0.02 0.28
H 2.60876 7.12987 1.44945 0.10 0.13 -0.02 0.35
```
Positions in Å, forces in eV/Å.

As for the max |F|: 5.1 eV Å⁻¹. For the energy relative to the best compared isomer or geometry (same formula, charge and spin), the calculation gives 277.18 kJ/mol. Its total energy is -76883.76591 eV. The net charge is -1.